(1)
The following is a DFT calculation (ωB97M-V/def2-TZVPD) of a cluster of 2 separate species, C5H13N2OS in total at a distorted geometry.

Results
- LUMO level (spin up / spin down): -4.9 / -5.2 eV
- Total charge: +1
- Energy: -780.80811 a.u.
- Relative energy (zero: lowest compared OMol25 entry of this formula, charge and spin): 435.8 kJ/mol

Positions of all 22 atoms, in Å:
C 0.133 0.447 0.047
C -1.578 1.469 -2.189
C 2.303 0.808 1.247
C -0.518 -0.234 2.367
C -1.323 -2.374 -1.046
N -1.335 0.078 -2.049
N 1.260 0.986 0.177
O -0.724 -0.021 0.922
S -2.323 -0.890 -1.263
H -2.058 1.970 -1.358
H -0.618 1.843 -2.366
H -2.057 1.719 -3.148
H 3.008 0.180 0.752
H 1.824 0.294 2.062
H 2.623 1.744 1.705
H -0.195 0.675 2.684
H 0.115 -1.233 2.574
H -1.456 -0.430 2.815
H -0.855 -2.614 -1.987
H -2.117 -3.266 -0.946
H -0.603 -2.280 -0.255
H 1.720 1.470 -0.655



(2)
The following is a DFT calculation (ωB97M-V/def2-TZVPD) of the molecule C5H13N2P at a distorted geometry.

Results
- SMILES: PNNC1CCCC1
- LUMO level: 1.0 eV
- Total charge: 0
- Energy: -649.05712 a.u.
- Relative energy (zero: lowest compared OMol25 entry of this formula, charge and spin): 197.5 kJ/mol

Positions of all 21 atoms, in Å:
C -1.977 0.889 -0.036
C -1.399 0.974 1.388
C -0.767 0.722 -0.943
C 0.020 1.215 1.340
C 0.492 0.596 -0.051
N 0.987 -0.755 0.226
N 2.161 -1.192 -0.714
P 2.163 -2.782 -1.372
H -2.810 0.217 -0.210
H -2.173 1.949 -0.321
H -1.999 1.631 2.058
H -1.624 -0.047 1.831
H -0.732 -0.199 -1.750
H -0.740 1.654 -1.506
H 0.363 2.192 1.394
H 0.692 0.614 2.139
H 1.283 1.191 -0.475
H 0.318 -1.535 -0.097
H 3.057 -0.926 -0.473
H 0.946 -2.870 -2.127
H 1.740 -3.539 -0.302



(3)
The following is a DFT calculation (ωB97M-V/def2-TZVPD) of the ion C5H13N2S with charge -1 at a distorted geometry.

Results
- SMILES: CNC[C@@H](C[S-])NC
- LUMO level: 3.8 eV
- Total charge: -1
- Energy: -705.93963 a.u.
- Relative energy (zero: lowest compared OMol25 entry of this formula, charge and spin): 258.9 kJ/mol

Positions of all 21 atoms, in Å:
C -1.036 -2.226 -0.849
N -0.572 -1.093 -0.045
C 0.478 -0.237 -0.497
C 1.835 -0.880 -0.691
S 2.472 -1.345 0.978
C 0.553 0.900 0.571
N -0.153 2.102 0.259
C -1.257 2.301 1.219
H -0.161 -2.899 -0.827
H -1.226 -1.990 -1.933
H -1.970 -2.762 -0.562
H -0.256 -1.507 0.961
H 0.298 0.318 -1.519
H 2.561 -0.369 -1.311
H 1.713 -1.823 -1.222
H 1.649 1.307 0.359
H 0.678 0.704 1.677
H -0.658 2.108 -0.607
H -1.982 1.543 1.273
H -1.958 3.059 0.638
H -1.008 2.789 2.128



(4)
The following is a DFT calculation (ωB97M-V/def2-TZVPD) of the ion C5H13N2S with charge +1 at a distorted geometry.

Results
- SMILES: CSN1CC[N@H+](C)C1
- LUMO level: -2.9 eV
- Total charge: +1
- Energy: -705.68230 a.u.
- Relative energy (zero: lowest compared OMol25 entry of this formula, charge and spin): 219.7 kJ/mol

Positions of all 21 atoms, in Å:
C -0.211 -1.427 -0.141
C 1.191 -1.072 -0.642
C 0.230 0.673 0.652
C 2.632 0.963 -0.225
C -3.570 0.208 0.364
N -0.825 -0.179 0.343
N 1.241 0.422 -0.488
S -2.102 0.462 -0.675
H -0.724 -1.782 -0.960
H -0.177 -2.054 0.720
H 1.815 -1.530 -0.040
H 1.427 -1.357 -1.629
H 0.038 1.784 0.591
H 0.713 0.428 1.721
H 3.098 0.465 0.642
H 3.311 0.585 -1.099
H 2.631 2.053 0.175
H -3.277 -0.225 1.350
H -4.289 -0.581 -0.097
H -4.019 1.237 0.635
H 0.869 0.924 -1.197



> Which of these has the highest relative energy (zero: lowest compared OMol25 entry of this formula, charge and spin)?

C5H13N2OS



> Look up the energy of the second one.

-649.05712 a.u.